Entry 1:
DFT (ωB97M-V/def2-TZVPD) results for C9H15P in the gas phase in a non-equilibrium geometry.

* SMILES: CP(C)C1(C)C=CCC=C1
* HOMO: -8.2 eV
* frontier orbital gap: 9.17 eV
* strongest force on any atom: 0.0694 Eh/bohr

CARTESIAN COORDINATES (ANGSTROEM)
1 C 0.30 1.15 2.15
2 H -0.54 0.95 -2.34
3 H -2.24 -1.11 -0.27
4 H -2.10 -2.85 0.00
5 H -1.89 -1.76 1.30
6 C -0.56 0.89 1.15
7 H 0.51 -2.84 -1.86
8 C 1.79 0.84 2.06
9 H -0.12 1.41 3.11
10 C -0.07 0.51 -0.26
11 H 0.65 -1.14 -2.45
12 H 1.81 -0.16 2.31
13 H 2.53 1.45 2.55
14 H 3.03 1.49 0.28
15 P 0.02 -1.47 -0.09
16 C 2.13 1.02 0.59
17 H -1.66 1.01 1.26
18 H 1.57 1.18 -1.49
19 H -1.03 2.27 -1.09
20 C -1.67 -1.91 0.25
21 C -0.94 1.19 -1.37
22 H -0.90 -1.94 -2.28
23 C 1.30 0.85 -0.46
24 H -2.01 0.86 -1.21
25 C 0.08 -1.90 -1.83

---

Entry 2:
DFT (ωB97M-V/def2-TZVPD) results for C12H38O11 as an isolated structure in a non-equilibrium geometry.

* HOMO: -8.1 eV
* frontier orbital gap: 8.06 eV
* strongest force on any atom: 0.3034 Eh/bohr

CARTESIAN COORDINATES (ANGSTROEM)
1 H 10.03 -23.78 0.11
2 H 11.64 -21.28 0.82
3 H 11.07 -25.91 1.25
4 H 14.25 -21.30 -2.60
5 O 8.13 -22.44 1.58
6 C 12.28 -20.16 2.65
7 H 16.19 -25.26 -0.69
8 H 12.68 -25.18 -3.14
9 C 11.24 -22.00 0.10
10 C 11.22 -19.30 1.86
11 H 12.85 -24.14 0.21
12 H 10.67 -24.57 3.58
13 O 14.41 -25.05 1.24
14 H 14.42 -23.26 0.10
15 C 6.85 -22.96 1.67
16 H 12.66 -22.18 -1.66
17 H 11.25 -26.00 -3.05
18 H 8.27 -21.61 2.03
19 C 14.33 -24.93 -1.27
20 H 13.31 -26.84 -1.68
21 H 9.61 -25.05 1.78
22 H 10.98 -23.56 -2.28
23 H 11.67 -23.99 -0.77
24 H 9.83 -19.46 0.64
25 C 10.68 -25.18 1.96
26 H 10.89 -21.59 3.01
27 O 12.21 -22.94 -0.20
28 O 10.84 -25.46 3.28
29 O 10.42 -20.12 1.02
30 H 6.40 -22.73 2.63
31 O 12.58 -26.33 -1.34
32 H 9.41 -24.54 -1.96
33 H 7.03 -24.01 1.47
34 H 5.84 -21.27 0.88
35 H 7.37 -22.91 -0.68
36 H 10.23 -23.06 1.72
37 C 6.00 -22.31 0.59
38 H 15.41 -21.45 -1.45
39 C 11.94 -25.47 -2.39
40 C 13.93 -24.23 0.08
41 H 12.89 -20.55 1.83
42 H 10.89 -21.58 -0.84
43 H 9.13 -22.39 0.41
44 O 15.75 -24.90 -1.46
45 H 10.58 -18.75 2.55
46 O 11.70 -21.26 3.41
47 C 14.35 -21.21 -1.52
48 H 13.90 -24.33 -2.08
49 C 11.13 -24.41 -1.62
50 H 4.99 -22.70 0.54
51 H 14.03 -25.98 -1.31
52 C 10.09 -22.84 0.66
53 H 11.74 -18.67 1.15
54 O 13.46 -22.28 -1.14
55 H 13.80 -24.79 1.94
56 H 14.10 -20.27 -1.03
57 O 6.49 -22.53 -0.74
58 H 13.08 -22.56 -0.06
59 O 9.89 -24.93 -1.23
60 H 11.24 -24.25 1.87
61 H 12.87 -19.52 3.30

---

Entry 3:
DFT (ωB97M-V/def2-TZVPD) results for a 2-piece molecular cluster, C4H8O2 overall in a non-equilibrium geometry.

* SMILES: C=C/C=C/O.O
* HOMO: -8.3 eV
* frontier orbital gap: 8.94 eV
* strongest force on any atom: 0.0562 Eh/bohr

CARTESIAN COORDINATES (ANGSTROEM)
1 C 2.05 1.55 -0.83
2 H -1.33 -0.13 -2.06
3 H 1.56 0.11 -2.17
4 C -1.15 0.03 -1.00
5 H 1.63 2.43 -0.35
6 C 0.06 0.14 -0.45
7 H -1.17 -2.45 3.67
8 H -0.35 -1.39 2.90
9 O -0.41 -2.33 3.09
10 H 3.06 1.58 -1.20
11 H -3.06 -0.25 -0.68
12 H 0.15 0.39 0.59
13 C 1.18 0.62 -1.29
14 O -2.22 -0.29 -0.22